*A*
# C2H15NO4

A 5-piece molecular cluster, C2H15NO4 overall (wB97M-V/def2-TZVPD, the Open Molecules 2025 dataset).

Results
HOMO-LUMO gap = 10.4 eV
structure (SMILES) = CCN.O.O.O.O

```
! RIJCOSX wB97M-V def2-TZVPD def2/J DEFGRID3
* xyz 0 1
C 0.413 -2.547 -1.671
C -0.787 -2.231 -0.858
N -0.571 -0.911 -0.106
H 1.372 -2.616 -1.099
H 0.456 -1.758 -2.404
H 0.150 -3.545 -2.042
H -0.744 -3.146 -0.320
H -1.706 -2.030 -1.406
H 0.218 -1.063 0.496
H -1.244 -0.842 0.592
O -0.207 1.256 -2.130
H -0.811 0.503 -2.000
H 0.242 1.110 -3.027
O 2.125 0.780 0.400
H 2.495 0.581 -0.517
H 1.264 1.270 0.175
O 2.647 4.148 5.090
H 2.285 3.353 4.639
H 1.950 4.757 5.268
O -3.045 1.402 0.398
H -3.058 0.775 -0.409
H -3.445 0.754 0.935
*
```

Here are the natural (NBO) charges for atoms 1 to 2, given in e: C -0.6098; C -0.2310


*B*
# C2H15NO4

A 5-piece molecular cluster, C2H15NO4 overall (wB97M-V/def2-TZVPD, the Open Molecules 2025 dataset).

Results
HOMO-LUMO gap = 10.3 eV
structure (SMILES) = CCN.O.O.O.O

```
! RIJCOSX wB97M-V def2-TZVPD def2/J DEFGRID3
* xyz 0 1
C -0.821 0.822 0.904
C -0.861 -0.506 1.638
N -0.372 -0.602 3.061
H -0.089 1.516 1.346
H -0.449 0.849 -0.137
H -1.749 1.469 0.945
H -1.879 -0.944 1.557
H -0.229 -1.190 1.108
H 0.651 -0.424 2.919
H -0.672 0.296 3.432
O 3.900 1.994 3.594
H 3.827 2.044 2.641
H 4.102 1.106 3.900
O -0.233 -1.482 -2.776
H -0.509 -1.684 -3.679
H -1.112 -1.593 -2.387
O 1.749 0.668 -1.484
H 1.545 1.167 -0.696
H 1.086 -0.005 -1.663
O -2.401 -1.082 -4.438
H -3.278 -1.474 -4.406
H -2.207 -0.944 -5.376
*
```

Here are the natural (NBO) charges for atoms 1 to 2, given in e: C -0.6569; C -0.2417


Most stable one: *B*, least stable one: *A*.


*A*
# C3H4S

A single C3H4S molecule (wB97M-V/def2-TZVPD, the Open Molecules 2025 dataset).

Results
HOMO-LUMO gap (alpha / beta) = 8.4 / 7.4 eV

```
! RIJCOSX wB97M-V def2-TZVPD def2/J DEFGRID3
* xyz 0 1
C 0.953 0.534 0.432
C 0.029 1.245 -0.196
C -0.543 -1.300 0.075
S -1.460 0.186 -0.243
H 2.047 0.766 0.578
H -0.076 2.236 -0.535
H 0.264 -1.599 -0.511
H -1.215 -2.069 0.399
*
```

Here are the natural (NBO) charges for atoms 1 to 2, given in e: C -0.1472; C -0.4571


*B*
# C3H4S

A single C3H4S molecule (wB97M-V/def2-TZVPD, the Open Molecules 2025 dataset).

Results
HOMO-LUMO gap = 9.7 eV
structure (SMILES) = SC1C=C1

```
! RIJCOSX wB97M-V def2-TZVPD def2/J DEFGRID3
* xyz 0 1
S 1.914 0.072 -0.166
C 0.039 -0.236 0.309
C -0.862 0.049 -0.817
C -1.048 0.790 0.249
H 2.481 -0.958 0.606
H 0.050 -1.063 0.860
H -0.901 -0.079 -1.861
H -1.673 1.425 0.820
*
```

Here are the natural (NBO) charges for atoms 1 to 2, given in e: S -0.1796; C -0.2673


Most stable one: *B*, least stable one: *A*.


*A*
# C5H7N2O

A 2-piece molecular cluster, C5H7N2O overall (wB97M-V/def2-TZVPD, the Open Molecules 2025 dataset).

Results
HOMO-LUMO gap (alpha / beta) = 7.1 / 6.9 eV

```
! RIJCOSX wB97M-V def2-TZVPD def2/J DEFGRID3
* xyz 1 1
C 3.214 -0.280 -0.182
C 2.038 -0.966 -0.336
C 2.852 0.970 0.312
C 1.056 0.014 -0.228
C -1.734 0.188 -0.028
N -2.171 -0.997 0.371
N -2.390 1.232 -0.335
O 1.579 1.139 0.276
H 4.185 -0.678 -0.209
H 1.986 -1.983 -0.462
H 3.433 1.753 0.717
H -1.467 -1.526 0.739
H -3.143 -1.074 0.763
H -1.966 1.916 -0.828
H -3.430 1.255 -0.493
*
```

Here are the natural (NBO) charges for atoms 1 to 2, given in e: C -0.2868; C -0.3198


*B*
# C5H7N2O

An isolated ion of composition C5H7N2O and charge +1 (wB97M-V/def2-TZVPD, the Open Molecules 2025 dataset).

Results
HOMO-LUMO gap = 10.0 eV

```
! RIJCOSX wB97M-V def2-TZVPD def2/J DEFGRID3
* xyz 1 1
C -0.232 -1.609 -0.088
C 0.017 -0.973 -1.208
C 0.401 -0.416 1.146
C 0.378 1.284 -0.331
C -0.941 -0.959 1.108
N 0.691 0.835 0.804
N 0.463 2.548 -0.654
O -0.006 0.344 -1.376
H -0.223 -2.676 -0.221
H 0.350 -1.499 -2.103
H 1.113 -0.876 1.818
H -1.826 -0.345 0.674
H -1.206 -1.778 1.761
H 0.849 3.069 0.123
H 0.171 3.049 -1.454
*
```

Here are the natural (NBO) charges for atoms 1 to 2, given in e: C -0.2937; C 0.2945


Most stable one: *B*, least stable one: *A*.


*A*
# ClH2NO2Si

A 2-piece molecular cluster, ClH2NO2Si overall (wB97M-V/def2-TZVPD, the Open Molecules 2025 dataset).

Results
HOMO-LUMO gap (alpha / beta) = 7.5 / 7.5 eV

```
! RIJCOSX wB97M-V def2-TZVPD def2/J DEFGRID3
* xyz 0 1
N 1.477 0.143 0.359
O 2.059 1.156 0.158
O 2.053 -0.894 0.698
Si -1.143 0.034 -0.341
Cl -2.155 -1.312 0.860
H -1.814 1.352 -0.058
H -0.477 -0.478 -1.676
*
```

Here are the natural (NBO) charges for atoms 1 to 2, given in e: N 0.3578; O -0.3874


*B*
# ClH2NO2Si

A single ClH2NO2Si molecule (wB97M-V/def2-TZVPD, the Open Molecules 2025 dataset).

Results
HOMO-LUMO gap = 10.3 eV
structure (SMILES) = O=[N+]([O-])[SiH2]Cl

```
! RIJCOSX wB97M-V def2-TZVPD def2/J DEFGRID3
* xyz 0 1
O 1.787 -1.110 0.320
N 1.201 -0.052 0.393
O 1.674 0.981 0.759
Si -0.885 -0.096 -0.121
Cl -1.268 1.277 -1.558
H -0.811 -1.421 -0.740
H -1.698 0.421 0.947
*
```

Here are the natural (NBO) charges for atoms 1 to 2, given in e: O -0.4028; N 0.3271


Most stable one: *B*, least stable one: *A*.


*A*
# C2H5NS

A single C2H5NS molecule (wB97M-V/def2-TZVPD, the Open Molecules 2025 dataset).

Results
HOMO-LUMO gap = 9.1 eV
structure (SMILES) = C=CSN

```
! RIJCOSX wB97M-V def2-TZVPD def2/J DEFGRID3
* xyz 0 1
C 1.325 -0.080 0.857
C 0.937 -0.120 -0.342
S -0.458 1.005 -1.136
N -1.696 0.227 -0.464
H 1.905 -0.901 1.259
H 1.056 0.847 1.494
H 1.300 -0.901 -1.046
H -2.451 0.691 0.079
H -1.917 -0.767 -0.700
*
```

Here are the natural (NBO) charges for atoms 1 to 2, given in e: C -0.4107; C -0.3104


*B*
# C2H5NS

A 2-piece molecular cluster, C2H5NS overall (wB97M-V/def2-TZVPD, the Open Molecules 2025 dataset).

Results
HOMO-LUMO gap (alpha / beta) = 8.4 / 8.4 eV

```
! RIJCOSX wB97M-V def2-TZVPD def2/J DEFGRID3
* xyz 0 1
C 0.061 -1.507 0.203
C -0.317 0.890 0.082
N 0.858 -1.731 -0.961
S -0.739 -2.407 -1.039
H 0.495 -1.924 1.062
H -0.753 1.350 0.955
H -1.005 0.617 -0.723
H 0.706 0.980 -0.102
H 0.938 -0.947 -1.516
*
```

Here are the natural (NBO) charges for atoms 1 to 2, given in e: C -0.1742; C -0.5367


Most stable one: *A*, least stable one: *B*.


*A*
# C31H62FIN3O12S4

C31H62FIN3O12S4 as an isolated structure (wB97M-V/def2-TZVPD, the Open Molecules 2025 dataset).

Results
HOMO-LUMO gap = 5.4 eV

```
! RIJCOSX wB97M-V def2-TZVPD def2/J DEFGRID3
* xyz 1 1
C 12.773 32.411 15.557
C 13.143 31.229 16.232
O 12.877 30.971 17.490
N 14.187 30.325 15.557
H 13.516 29.789 14.773
H 14.901 30.681 14.788
C 14.701 29.111 16.358
H 12.294 33.090 16.033
H 12.207 32.285 14.639
H 13.514 33.019 15.156
H 13.735 28.522 16.259
H 15.273 29.359 17.205
H 15.401 28.745 15.624
C 17.047 34.057 11.492
C 17.641 33.973 12.838
O 18.827 34.092 13.037
N 16.634 33.999 14.008
H 15.672 34.287 13.990
H 16.390 33.069 14.127
C 17.288 34.030 15.346
H 16.849 33.100 11.064
H 17.587 34.562 10.794
H 16.081 34.646 11.577
H 18.315 33.366 15.322
H 16.573 33.589 15.997
H 17.611 35.053 15.521
C 15.292 28.873 11.422
C 14.812 30.235 11.050
O 15.095 30.670 9.850
N 13.854 30.940 11.864
H 13.383 30.146 12.424
H 14.528 31.356 12.396
C 13.259 32.178 11.440
H 14.453 28.318 11.920
H 16.108 29.036 12.106
H 15.410 28.337 10.393
H 14.030 32.740 11.137
H 12.576 32.487 12.190
H 12.581 31.936 10.549
I 13.416 35.803 13.623
O 15.592 31.560 13.739
H 16.225 30.813 13.727
F 19.300 35.566 19.034
C 20.512 35.373 18.338
C 21.732 34.940 18.861
C 22.845 34.951 18.094
C 22.825 35.511 16.848
C 21.561 35.926 16.293
C 20.383 35.832 17.004
H 21.605 34.347 19.786
H 23.900 34.532 18.408
H 23.715 35.677 16.273
H 21.645 36.313 15.242
H 19.496 36.045 16.848
C 20.118 31.629 5.918
C 18.806 31.971 6.521
C 19.030 32.555 7.797
S 20.105 31.478 8.538
O 19.246 30.349 8.933
O 21.025 32.136 9.513
C 20.913 31.057 7.076
H 20.630 32.423 5.712
H 19.953 31.153 5.081
H 18.252 31.218 6.660
H 18.194 32.573 5.700
H 18.202 32.587 8.608
H 19.351 33.550 8.025
H 20.845 29.917 7.133
H 21.909 31.335 7.092
C 17.363 40.499 13.973
C 18.866 40.615 13.656
C 19.449 39.283 13.917
S 18.151 38.120 13.622
O 17.974 37.443 14.867
O 18.347 37.316 12.474
C 16.844 39.271 13.257
H 16.732 41.222 13.521
H 17.174 40.656 15.021
H 19.209 41.417 14.099
H 19.060 40.761 12.565
H 19.640 39.006 14.781
H 20.318 39.248 13.038
H 15.850 38.863 13.698
H 16.521 39.284 12.136
C 18.468 30.556 20.443
C 16.909 30.116 20.265
C 16.141 31.281 19.802
S 17.191 32.087 18.638
O 17.152 33.481 18.798
O 16.936 31.487 17.352
C 18.779 31.523 19.202
H 19.246 29.728 20.375
H 18.639 31.271 21.277
H 16.450 29.604 21.321
H 16.772 29.273 19.609
H 15.918 31.941 20.503
H 15.229 30.843 19.385
H 19.403 32.368 19.580
H 19.147 30.972 18.394
C 13.151 35.568 6.383
C 14.319 36.487 6.024
C 15.277 36.452 7.030
S 15.419 34.722 7.230
O 15.733 34.484 8.509
O 16.269 34.166 6.221
C 13.794 34.259 6.843
H 12.402 35.152 5.707
H 12.638 35.983 7.233
H 13.906 37.542 6.071
H 14.695 36.672 5.113
H 14.892 36.813 7.941
H 16.164 36.969 6.567
H 13.250 33.623 7.607
H 13.910 33.593 6.037
*
```

Here are the Mulliken charges for atoms 1 to 2, given in e: C -1.2675; C 0.8189


*B*
# C31H62FIN3O12S4

A 10-piece molecular cluster, C31H62FIN3O12S4 overall (wB97M-V/def2-TZVPD, the Open Molecules 2025 dataset).

Results
HOMO-LUMO gap = 5.7 eV

```
! RIJCOSX wB97M-V def2-TZVPD def2/J DEFGRID3
* xyz 1 1
C 12.653 40.762 12.790
C 11.122 40.841 12.542
O 10.500 39.971 13.239
N 10.596 41.836 11.609
H 11.352 41.950 10.755
H 9.671 41.613 11.003
C 10.366 43.162 12.209
H 12.567 40.331 13.757
H 13.096 41.922 12.925
H 13.041 40.372 11.770
H 9.998 43.771 11.462
H 11.153 43.678 12.446
H 9.708 43.086 13.053
C 5.247 37.589 9.896
C 6.010 38.576 10.736
O 5.577 39.262 11.561
N 7.543 38.438 10.546
H 7.912 38.079 9.695
H 7.813 39.411 10.524
C 8.140 37.773 11.810
H 4.083 37.470 10.195
H 5.779 36.491 9.968
H 5.288 37.814 8.882
H 7.872 36.757 11.915
H 7.721 38.320 12.715
H 9.161 37.961 11.667
C 9.677 42.932 7.885
C 10.303 41.627 7.218
O 10.404 41.411 5.931
N 10.595 40.556 8.286
H 11.235 40.895 8.793
H 9.862 40.678 8.994
C 10.995 39.319 7.625
H 8.550 43.225 7.594
H 10.207 43.722 7.249
H 9.987 43.225 8.768
H 10.156 38.652 7.388
H 11.278 38.621 8.468
H 11.722 39.271 6.893
I 8.402 36.220 8.158
O 8.599 40.748 10.126
H 7.868 41.264 9.770
F 10.605 33.965 12.744
C 11.424 34.976 12.761
C 12.202 35.202 13.886
C 13.095 36.277 14.025
C 13.220 37.222 12.881
C 12.287 37.127 11.810
C 11.443 35.986 11.746
H 12.233 34.410 14.613
H 13.575 36.408 15.055
H 14.020 37.936 13.017
H 12.389 37.660 10.942
H 10.828 35.877 11.026
C 8.730 39.546 16.420
C 7.337 39.924 16.239
C 7.229 41.012 15.414
S 8.375 42.180 16.096
O 7.776 42.638 17.345
O 8.821 43.144 15.060
C 9.504 40.918 16.344
H 9.163 38.790 15.753
H 8.887 39.064 17.411
H 6.766 40.319 16.988
H 6.674 38.954 15.863
H 6.216 41.490 15.362
H 7.525 40.784 14.310
H 9.943 40.960 17.485
H 10.159 40.939 15.710
C 5.608 36.532 4.886
C 4.470 36.201 5.873
C 3.530 37.189 5.735
S 3.418 37.465 4.005
O 3.196 38.862 3.775
O 2.531 36.494 3.481
C 5.088 37.069 3.664
H 6.381 35.786 4.670
H 6.333 37.207 5.331
H 4.871 36.037 7.116
H 4.425 35.077 5.516
H 3.870 38.009 6.219
H 2.541 36.896 6.127
H 5.467 37.902 3.151
H 5.094 36.086 3.023
C -0.077 33.730 7.223
C 1.236 33.380 6.468
C 2.289 33.377 7.380
S 1.833 34.419 8.730
O 2.815 35.515 8.921
O 1.453 33.692 9.831
C 0.350 34.991 7.986
H -0.386 33.031 7.834
H -1.004 33.876 6.650
H 1.323 33.883 5.569
H 1.042 32.258 6.249
H 3.224 33.694 6.761
H 2.408 32.445 7.634
H 0.719 35.770 7.368
H -0.178 35.309 8.850
C 4.261 43.286 11.077
C 5.274 42.483 11.806
C 6.101 43.423 12.498
S 6.286 44.832 11.459
O 7.624 44.855 10.856
O 5.755 45.941 12.164
C 5.024 44.322 10.281
H 3.582 43.700 11.969
H 3.383 42.878 10.273
H 5.809 41.996 11.129
H 4.725 41.841 12.426
H 7.131 42.987 12.477
H 5.813 43.900 13.411
H 5.610 43.745 9.399
H 4.374 45.167 9.792
*
```

Here are the Mulliken charges for atoms 1 to 2, given in e: C -1.1070; C 0.1616


Most stable one: *A*, least stable one: *B*.